{
  "formula": "C50H39Cl2GaO4P2S2",
  "method": "ωB97M-V/def2-TZVPD",
  "species": ["Ga", "O", "S", "C", "C", "C", "C", "C", "C", "P", "C", "C", "C", "C", "C", "C", "C", "C", "C", "C", "C", "C", "C", "C", "C", "C", "C", "C", "P", "C", "C", "C", "C", "C", "C", "C", "C", "C", "C", "C", "C", "H", "H", "H", "H", "H", "H", "H", "H", "H", "H", "H", "H", "H", "H", "H", "H", "H", "H", "H", "H", "H", "H", "H", "H", "H", "H", "H", "H", "Cl", "C", "C", "C", "Cl", "C", "O", "C", "C", "O", "C", "H", "H", "H", "C", "S", "O", "C", "C", "C", "C", "C", "C", "H", "H", "H", "H", "H", "H", "H", "H"],
  "positions_angstrom": [[0.745, 0.196, 0.160], [-0.814, 1.890, -2.631], [-1.016, 0.968, -1.517], [-2.272, 1.727, -0.446], [-3.327, 2.359, -1.090], [-4.253, 3.088, -0.368], [-4.111, 3.215, 1.009], [-3.052, 2.601, 1.652], [-2.123, 1.834, 0.939], [-0.737, 1.116, 1.870], [-1.367, -0.065, 3.089], [-0.428, -0.934, 3.647], [-0.808, -1.819, 4.643], [-2.125, -1.842, 5.081], [-3.062, -0.986, 4.519], [-2.691, -0.099, 3.519], [-0.157, 2.523, 2.864], [0.256, 2.341, 4.181], [0.632, 3.437, 4.943], [0.612, 4.708, 4.392], [0.219, 4.891, 3.072], [-0.169, 3.804, 2.309], [-1.991, -0.402, -2.142], [-2.839, -0.173, -3.215], [-3.666, -1.194, -3.653], [-3.645, -2.427, -3.013], [-2.740, -2.670, -1.993], [-1.879, -1.662, -1.562], [-0.520, -2.061, -0.411], [-1.293, -3.337, 0.631], [-2.250, -2.923, 1.556], [-2.945, -3.858, 2.303], [-2.691, -5.211, 2.133], [-1.756, -5.627, 1.198], [-1.056, -4.697, 0.444], [0.641, -2.973, -1.471], [0.596, -2.920, -2.861], [1.520, -3.636, -3.608], [2.501, -4.391, -2.981], [2.559, -4.434, -1.594], [1.639, -3.723, -0.843], [-3.400, 2.303, -2.168], [-5.074, 3.571, -0.880], [-4.818, 3.807, 1.574], [-2.921, 2.743, 2.717], [0.597, -0.913, 3.292], [-0.077, -2.486, 5.079], [-2.422, -2.532, 5.860], [-4.087, -0.998, 4.866], [-3.437, 0.542, 3.071], [0.267, 1.349, 4.613], [0.928, 3.297, 5.974], [0.894, 5.564, 4.991], [0.207, 5.885, 2.644], [-0.511, 3.941, 1.292], [-2.818, 0.788, -3.711], [-4.328, -1.023, -4.491], [-4.319, -3.211, -3.331], [-2.693, -3.651, -1.540], [-2.467, -1.870, 1.671], [-3.687, -3.530, 3.019], [-3.231, -5.947, 2.716], [-1.571, -6.682, 1.044], [-0.340, -5.034, -0.293], [-0.159, -2.332, -3.366], [1.471, -3.608, -4.688], [3.213, -4.950, -3.574], [3.314, -5.028, -1.095], [1.672, -3.771, 0.241], [7.040, -2.900, -1.705], [5.539, -2.074, -1.528], [4.927, -1.518, -2.666], [3.731, -0.858, -2.563], [2.984, -0.163, -3.952], [3.062, -0.731, -1.320], [1.921, -0.120, -1.281], [3.714, -1.270, -0.176], [3.157, -1.136, 1.115], [2.084, -0.563, 1.422], [4.952, -1.945, -0.304], [5.415, -1.610, -3.628], [3.732, -1.561, 1.945], [5.427, -2.355, 0.579], [3.823, 2.982, -0.325], [2.096, 3.431, -0.111], [1.399, 2.088, 0.217], [1.633, 3.911, -1.762], [0.628, 4.872, -1.810], [0.168, 5.317, -3.037], [0.732, 4.810, -4.199], [1.732, 3.849, -4.141], [2.187, 3.386, -2.919], [3.934, 2.206, -1.080], [4.185, 2.629, 0.638], [4.355, 3.888, -0.612], [0.219, 5.273, -0.889], [-0.617, 6.059, -3.085], [0.385, 5.164, -5.162], [2.162, 3.461, -5.055], [2.950, 2.620, -2.887]],
  "mulliken_charge": [2.143, -0.681, 1.668, -0.177, -0.770, -1.013, -1.097, -0.344, -0.039, 1.870, 0.172, -0.143, -0.902, -0.829, -0.717, -0.405, 0.934, -0.890, -0.734, -0.806, -0.897, -0.557, 0.104, -0.507, -1.009, -0.957, -0.333, -0.444, 2.126, 0.164, -0.456, -0.769, -0.830, -0.788, -0.202, 0.390, -0.901, -0.766, -0.749, -1.029, -0.462, 0.458, 0.477, 0.491, 0.712, 0.487, 0.485, 0.453, 0.468, 0.435, 0.476, 0.476, 0.445, 0.498, 0.700, 0.573, 0.449, 0.477, 0.612, 0.474, 0.567, 0.421, 0.476, 0.433, 0.374, 0.468, 0.446, 0.501, 0.697, -0.184, -0.031, -0.432, 0.822, -0.169, -0.511, -0.150, 1.099, -0.218, -0.592, -1.305, 0.532, 0.449, 0.533, -0.986, 0.417, -0.760, 0.495, -0.388, -0.692, -0.567, -0.841, -0.042, 0.077, 0.454, 0.506, 0.423, 0.459, 0.431, 0.459, 0.313],
  "charge": 2,
  "homo_energy_ev": -13.050,
  "lumo_energy_ev": -5.58,
  "total_energy_ev": -178330.7599,
  "relative_energy_kcal_mol": 10.22
}

---

{
  "formula": "C50H39MnO2P2S",
  "method": "ωB97M-V/def2-TZVPD",
  "species": ["Mn", "O", "S", "C", "C", "C", "C", "C", "C", "C", "C", "C", "C", "P", "C", "C", "C", "C", "C", "C", "C", "C", "C", "C", "C", "C", "C", "C", "C", "C", "C", "C", "C", "C", "C", "C", "C", "C", "P", "C", "C", "C", "C", "C", "C", "C", "C", "C", "C", "C", "C", "C", "C", "H", "H", "H", "H", "H", "H", "H", "H", "H", "H", "H", "H", "H", "H", "H", "H", "H", "H", "H", "H", "H", "H", "H", "H", "H", "H", "H", "H", "H", "H", "H", "H", "H", "H", "H", "H", "C", "C", "O", "H", "H", "H"],
  "positions_angstrom": [[0.200, -0.018, 0.360], [2.943, -0.808, -0.022], [2.028, -0.080, -0.898], [2.189, -0.957, -2.495], [3.246, -0.613, -3.310], [3.691, -1.412, -4.369], [3.036, -2.592, -4.609], [3.309, -3.701, -5.568], [2.144, -4.694, -5.376], [1.328, -4.118, -4.268], [0.197, -4.581, -3.643], [-0.318, -3.825, -2.590], [0.256, -2.643, -2.130], [-0.552, -1.931, -0.664], [-2.307, -2.222, -1.029], [-2.796, -1.566, -2.162], [-4.117, -1.719, -2.533], [-4.959, -2.517, -1.772], [-4.477, -3.162, -0.644], [-3.154, -3.016, -0.264], [0.017, -3.038, 0.664], [-0.611, -2.954, 1.912], [-0.113, -3.670, 2.984], [1.020, -4.456, 2.828], [1.658, -4.520, 1.600], [1.172, -3.804, 0.520], [1.420, -2.122, -2.763], [1.898, -2.903, -3.841], [2.801, 1.518, -1.236], [4.183, 1.526, -1.210], [4.942, 2.661, -1.513], [4.273, 3.810, -1.854], [4.772, 5.163, -2.236], [3.503, 6.027, -2.398], [2.363, 5.102, -2.136], [1.005, 5.308, -2.128], [0.189, 4.236, -1.765], [0.675, 2.975, -1.438], [-0.591, 1.872, -0.712], [-1.840, 1.903, -2.034], [-3.182, 2.236, -1.911], [-4.009, 2.180, -3.021], [-3.513, 1.761, -4.244], [-2.182, 1.388, -4.365], [-1.349, 1.454, -3.266], [-0.924, 2.858, 0.798], [0.231, 2.988, 1.586], [0.178, 3.597, 2.822], [-1.031, 4.094, 3.291], [-2.171, 3.978, 2.516], [-2.129, 3.352, 1.279], [2.067, 2.705, -1.500], [2.866, 3.821, -1.833], [3.795, 0.294, -3.113], [4.549, -1.110, -4.945], [3.396, -3.343, -6.594], [4.264, -4.168, -5.320], [1.551, -4.806, -6.285], [2.502, -5.688, -5.104], [-0.276, -5.505, -3.940], [-1.212, -4.188, -2.101], [-2.130, -0.953, -2.756], [-4.490, -1.215, -3.411], [-5.991, -2.640, -2.058], [-5.128, -3.784, -0.052], [-2.780, -3.537, 0.605], [-1.483, -2.321, 2.036], [-0.596, -3.607, 3.945], [1.412, -5.009, 3.666], [2.545, -5.121, 1.483], [1.691, -3.838, -0.427], [4.684, 0.608, -0.939], [6.019, 2.622, -1.483], [5.440, 5.560, -1.471], [5.348, 5.117, -3.162], [3.487, 6.865, -1.700], [3.427, 6.456, -3.397], [0.569, 6.268, -2.354], [-0.881, 4.395, -1.712], [-3.590, 2.552, -0.965], [-5.045, 2.465, -2.923], [-4.164, 1.716, -5.102], [-1.798, 1.041, -5.312], [-0.305, 1.170, -3.350], [1.182, 2.615, 1.206], [1.071, 3.679, 3.421], [-1.078, 4.564, 4.260], [-3.110, 4.365, 2.880], [-3.038, 3.264, 0.709], [1.839, -0.184, 3.188], [0.834, -0.049, 2.127], [-0.373, -0.014, 2.211], [1.370, -0.048, 4.166], [2.668, 0.508, 3.056], [2.255, -1.192, 3.118]],
  "mulliken_charge": [0.447, -0.823, 2.126, -0.109, -0.106, -1.287, 0.240, -0.723, -0.784, 0.290, -1.265, 0.332, -0.391, 1.866, 0.032, -0.440, -0.803, -0.726, -0.809, -0.293, 0.904, -0.699, -0.967, -0.758, -0.755, -0.511, -1.015, 0.914, -0.287, -0.350, -1.355, 0.572, -0.911, -0.705, -0.211, -1.112, -0.090, 0.027, 1.599, 1.263, -0.669, -0.796, -0.801, -0.377, -0.950, 1.241, -1.157, -0.827, -0.737, -0.812, -0.685, -1.418, 1.359, 0.553, 0.547, 0.344, 0.282, 0.300, 0.300, 0.532, 0.677, 0.453, 0.525, 0.415, 0.464, 0.540, 0.648, 0.478, 0.434, 0.485, 0.323, 0.784, 0.500, 0.354, 0.325, 0.308, 0.327, 0.528, 0.488, 0.345, 0.481, 0.455, 0.473, 0.374, 0.423, 0.525, 0.433, 0.482, 0.333, -1.383, 0.801, -0.449, 0.426, 0.347, 0.321],
  "spin_multiplicity": 5,
  "charge": 2,
  "homo_energy_ev": [-12.916, -12.953],
  "lumo_energy_ev": [-6.10, -6.46],
  "total_energy_ev": -117296.9190
}